*w*
This record from the OMol25 dataset describes 2 unconnected molecules or ions with the total composition C4H12N3. The level of theory is ωB97M-V with the def2-TZVPD basis set.

The geometry in ORCA input format:
```
! RIJCOSX wB97M-V def2-TZVPD def2/J DEFGRID3
* xyz 1 1
N -0.45889 0.23369 1.19538
C 1.01658 0.47544 1.54384
N 1.32721 1.14603 2.75707
H -0.86132 -0.20510 2.01866
H -0.84531 1.15985 1.02643
H 1.46579 -0.51782 1.54546
H 1.47910 0.97022 0.68934
H 0.98390 2.10102 2.74502
H 0.90329 0.71217 3.56941
C -0.50265 -0.22965 -2.26310
C -0.92752 1.02616 -2.27378
C -0.06416 -2.24643 -1.27098
N -0.49699 -1.05792 -1.11534
H -0.22580 -0.72641 -3.18960
H -1.50458 1.38734 -1.42461
H -1.01700 1.67981 -3.12737
H 0.22245 -2.85109 -0.41913
H 0.05433 -2.64744 -2.27673
H -0.54845 -0.40985 0.27002
*
```

Properties
E_LUMO (eV): -3.6
HOMO (eV): -13.70
HOMO-LUMO gap (eV): 10.06

***

*x*
This record from the OMol25 dataset describes 2 unconnected molecules or ions with the total composition C4H12N3. The level of theory is ωB97M-V with the def2-TZVPD basis set.

The geometry in ORCA input format:
```
! RIJCOSX wB97M-V def2-TZVPD def2/J DEFGRID3
* xyz 1 1
C 1.06029 1.64251 0.11916
C 2.49280 1.77634 -0.18280
C -3.22085 0.20233 -0.15179
C -1.80975 0.64944 -0.50679
N -0.90237 0.38769 0.33205
N 0.39222 -1.95484 0.28231
N 0.47408 0.51213 0.18130
H 0.58129 2.64988 0.38592
H 2.76152 2.63547 -0.63970
H 2.63792 0.85117 -0.67007
H 2.99638 1.82496 0.79779
H -3.45979 -0.15467 0.88020
H -3.95449 1.06741 -0.32819
H -3.52271 -0.59494 -0.92475
H -1.69162 1.07212 -1.49302
H 1.19042 -2.56640 0.47587
H -0.24324 -1.69502 1.07966
H -0.24260 -2.39306 -0.34269
H 0.65388 -0.87238 0.09380
*
```

Properties
E_LUMO (eV): -2.9
HOMO (eV): -13.63
HOMO-LUMO gap (eV): 10.68

***

It turns out *w* is the most stable, with the second structure 0.874 eV higher.

***

*w*
This record from the OMol25 dataset describes 2 unconnected molecules or ions with the total composition C4H12N3. The level of theory is ωB97M-V with the def2-TZVPD basis set.

The geometry in ORCA input format:
```
! RIJCOSX wB97M-V def2-TZVPD def2/J DEFGRID3
* xyz 1 1
N 0.43112 2.38462 0.67766
C 0.18566 2.15069 -0.56330
N 1.02351 1.58434 -1.41320
H 1.16071 1.85797 1.07639
H -0.35754 2.55036 1.25154
H -0.75812 2.46000 -0.95879
H 0.61197 1.18689 -2.30538
H 1.90592 1.27886 -1.06645
C 0.21101 -1.38147 1.48803
C -0.43595 -1.25128 0.09926
C -1.58845 -0.60945 -0.16535
N 0.28874 -1.98550 -0.89760
H 1.28624 -1.59056 1.28103
H -0.09494 -2.27625 1.98692
H 0.09310 -0.49325 2.20761
H -2.09748 -0.62427 -1.12046
H -2.11392 -0.18603 0.67599
H 0.54763 -2.91805 -0.55087
H -0.29919 -2.13765 -1.70302
*
```

Properties
E_LUMO (eV): -3.6
HOMO (eV): -12.16
HOMO-LUMO gap (eV): 8.52

***

*x*
This record from the OMol25 dataset describes a gas-phase ion, C4H12N3 (charge +1). The level of theory is ωB97M-V with the def2-TZVPD basis set.

The geometry in ORCA input format:
```
! RIJCOSX wB97M-V def2-TZVPD def2/J DEFGRID3
* xyz 1 1
N -2.46554 0.01018 0.53049
C -1.23856 0.57107 0.96197
C -0.22242 0.69074 0.06489
N -0.73540 0.49541 -1.32049
C 1.21207 0.71798 0.35325
C 1.91688 -0.48210 -0.14972
N 0.88036 -1.58178 -0.05269
H -3.16529 0.68311 0.65046
H -2.83266 -0.60820 1.20560
H -1.22663 1.10591 1.99352
H -0.47269 -0.37941 -1.71251
H -1.75640 0.31164 -1.21010
H -0.59992 1.25459 -1.99460
H 1.47330 0.84240 1.40937
H 1.59746 1.68868 0.05359
H 2.22552 -0.27277 -1.16704
H 2.83126 -0.85890 0.33746
H 1.16244 -2.02900 0.74346
H 1.41620 -2.15955 -0.69691
*
```

Properties
SMILES: N/C=C(\[NH3+])CCN
E_LUMO (eV): -3.1
HOMO (eV): -13.69
HOMO-LUMO gap (eV): 10.61

***

It turns out *w* is the most stable, with the second structure 1.649 eV higher.

***

*w*
This record from the OMol25 dataset describes 2 unconnected molecules or ions with the total composition C3H10N2OS. The level of theory is ωB97M-V with the def2-TZVPD basis set.

The geometry in ORCA input format:
```
! RIJCOSX wB97M-V def2-TZVPD def2/J DEFGRID3
* xyz 0 1
C 1.70247 -0.44339 1.69789
C 2.06414 -0.15811 0.18634
N 0.89969 -0.07139 -0.69384
S 0.13018 1.34685 -0.85830
O -0.71356 1.70911 0.47817
H 1.18078 -1.48980 1.54931
H 2.69773 -0.69939 2.20316
H 1.06983 0.25524 2.12739
H 2.58316 0.80501 0.08038
H 2.81388 -0.81481 -0.15718
H 0.60144 -0.90688 -1.13674
H -1.53689 1.16336 0.56758
C -2.76186 0.19069 -1.43409
N -2.78936 -0.50796 -0.40199
H -2.38680 -0.19461 -2.42332
H -3.23906 1.16095 -1.39464
H -2.31577 -1.34485 -0.39012
*
```

Properties
SMILES: CCNSO.C=N
E_LUMO (eV): 0.8
HOMO (eV): -8.43
HOMO-LUMO gap (eV): 9.22

***

*x*
This record from the OMol25 dataset describes 2 unconnected molecules or ions with the total composition C3H10N2OS. The level of theory is ωB97M-V with the def2-TZVPD basis set.

The geometry in ORCA input format:
```
! RIJCOSX wB97M-V def2-TZVPD def2/J DEFGRID3
* xyz 0 1
C 0.50564 1.79642 -1.86209
C -0.42932 2.01286 0.42120
C -0.38744 2.35669 -0.99221
N -0.20079 -2.99021 0.24082
N 1.15804 -3.32016 2.41370
O 1.67953 -1.37091 1.01301
S 0.45172 -1.97237 1.47589
H 1.25912 1.23306 -1.42192
H -1.10664 -3.44342 0.70966
H 0.53523 2.01645 -2.95368
H -0.17328 2.86479 1.15110
H 0.14901 1.07630 0.77452
H -1.50084 1.67598 0.68650
H -1.19623 2.94044 -1.33402
H -0.59247 -2.33532 -0.54865
H 0.80507 -3.59766 3.31364
H 2.16944 -3.09297 2.46706
*
```

Properties
E_LUMO (eV): 0.6
HOMO (eV): -9.28
HOMO-LUMO gap (eV): 9.86

***

*y*
This record from the OMol25 dataset describes a molecular structure, C3H10N2OS. The level of theory is ωB97M-V with the def2-TZVPD basis set.

The geometry in ORCA input format:
```
! RIJCOSX wB97M-V def2-TZVPD def2/J DEFGRID3
* xyz 0 1
C 1.36629 -0.85552 -0.15860
C 1.16010 1.51609 0.64899
C 0.54147 0.44424 -0.22055
N -2.05595 -1.84908 1.20657
N -1.69297 -0.23034 -1.52838
O -1.83889 1.12497 0.45779
S -1.17886 -0.09147 0.08329
H 1.45968 -1.25493 0.86340
H 0.89637 -1.58794 -0.76927
H 2.27371 -0.57226 -0.54570
H 2.24800 1.32933 0.75840
H 1.03500 1.49960 1.73467
H 0.86181 2.56268 0.48528
H 0.50693 0.80938 -1.26703
H -1.62425 -1.53449 2.02991
H -2.65389 -0.44097 -1.62691
H -1.30454 -0.86928 -2.15184
*
```

Properties
E_LUMO (spin up / spin down) (eV): -0.2 / -0.3
HOMO (spin up / spin down) (eV): -8.57 / -8.74
HOMO-LUMO gap (spin up / spin down) (eV): 8.40 / 8.39

***

*z*
This record from the OMol25 dataset describes 2 unconnected molecules or ions with the total composition C3H10N2OS. The level of theory is ωB97M-V with the def2-TZVPD basis set.

The geometry in ORCA input format:
```
! RIJCOSX wB97M-V def2-TZVPD def2/J DEFGRID3
* xyz 0 1
C -0.67867 -1.02087 -0.04718
C -1.09507 0.44651 -0.10541
C -2.58757 0.60515 -0.39391
N -0.30340 1.31953 0.29844
H -0.58251 -1.20750 -1.18576
H -1.55296 -1.69143 0.39085
H 0.18026 -0.94284 0.57850
H -2.80001 0.37776 -1.44684
H -3.19063 0.07390 0.41595
H -2.99956 1.55762 -0.37601
H -0.66042 2.27222 0.28006
N 2.98529 -1.26119 0.47193
S 3.00685 0.16206 -0.58419
O 2.39183 1.30245 0.35912
H 2.53270 -2.01254 -0.01417
H 3.89718 -1.35525 0.85362
H 1.45669 1.37442 0.50501
*
```

Properties
SMILES: CC(C)=N.NSO
E_LUMO (eV): 0.8
HOMO (eV): -8.01
HOMO-LUMO gap (eV): 8.77

***

It turns out *z* is the most stable, with the second structure 0.406 eV higher.